Record 1
The following is a DFT calculation (wB97M-V/def2-TZVPD) of C44H110InN8O19 as an isolated structure.

Last column: Mulliken charge in e.
CARTESIAN COORDINATES (ANGSTROEM)
In (3.95, -1.88, -1.35)  1.2952
O (1.48, -3.13, 2.27)  0.2378
C (2.71, -3.57, 2.29)  0.6372
O (3.18, -4.11, 3.30)  -0.5210
O (3.36, -3.61, 1.25)  -0.4545
H (1.38, -2.91, 1.34)  -0.1552
O (-0.78, -1.42, -1.34)  -0.4936
C (0.49, -1.27, -1.16)  0.1002
O (1.00, -1.86, -0.26)  -0.4007
O (1.18, -0.62, -1.93)  0.2997
H (-0.75, -2.04, -0.61)  -0.2349
C (-7.43, 6.31, 3.72)  -0.6908
O (-6.06, 6.40, 4.27)  -0.3543
C (-5.78, 5.40, 5.32)  -0.8475
C (-5.24, 4.14, 4.66)  -0.1492
N (-3.94, 4.38, 4.10)  -0.1586
C (-3.26, 3.26, 3.40)  0.0694
C (-3.90, 2.78, 2.12)  -0.0956
O (-3.73, 1.39, 2.07)  -0.1548
C (-4.00, 0.79, 0.80)  -0.6099
H (-7.53, 6.94, 2.83)  0.2535
H (-8.14, 6.66, 4.47)  0.3003
H (-7.72, 5.29, 3.45)  0.2766
H (-6.69, 5.26, 5.91)  0.4040
H (-5.07, 5.84, 6.02)  0.3637
H (-5.96, 3.79, 3.92)  0.2090
H (-5.22, 3.35, 5.40)  0.2432
H (-3.66, 5.30, 3.80)  0.3167
H (-3.15, 2.46, 4.12)  -0.0870
H (-2.29, 3.66, 3.11)  -0.3521
H (-3.37, 3.33, 1.33)  0.0909
H (-4.88, 3.24, 1.99)  0.3618
H (-4.56, -0.14, 0.80)  0.2651
H (-3.07, 0.50, 0.32)  0.0080
H (-4.57, 1.55, 0.26)  0.4264
C (-1.45, -7.12, -1.50)  -0.7862
O (-1.42, -6.04, -2.38)  -0.3684
C (-2.53, -5.13, -2.41)  -0.6668
C (-2.80, -4.58, -0.97)  -0.7249
N (-1.59, -4.11, -0.21)  0.6068
C (-1.84, -3.92, 1.21)  0.9715
C (-2.62, -2.66, 1.48)  0.0615
O (-3.09, -2.78, 2.81)  -0.1794
C (-4.28, -2.02, 2.93)  -0.8055
H (-1.95, -7.08, -0.53)  0.3012
H (-0.46, -7.55, -1.39)  0.2720
H (-2.06, -7.81, -2.09)  0.3517
H (-3.31, -5.68, -2.92)  0.4194
H (-2.34, -4.29, -3.09)  0.2069
H (-3.30, -5.24, -0.27)  0.3728
H (-3.52, -3.77, -1.06)  0.2403
H (-0.85, -4.75, -0.45)  -0.2360
H (-0.85, -3.65, 1.58)  -1.2758
H (-2.34, -4.80, 1.62)  0.6500
H (-3.33, -2.35, 0.71)  0.4452
H (-2.00, -1.77, 1.53)  -0.2417
H (-4.22, -0.94, 2.83)  0.0337
H (-4.73, -2.19, 3.90)  0.2775
H (-5.06, -2.28, 2.20)  0.3986
C (1.77, -5.09, -1.71)  -0.5088
O (2.01, -3.87, -2.38)  0.0159
C (1.65, -3.85, -3.72)  -1.1767
C (1.68, -2.54, -4.52)  -0.1819
N (2.97, -1.82, -4.37)  1.1883
C (4.13, -2.31, -5.16)  -0.8560
C (5.44, -1.42, -4.98)  -0.8312
O (5.72, -1.17, -3.59)  0.0666
C (6.94, -0.59, -3.35)  -0.8659
H (2.35, -5.90, -2.15)  0.2989
H (0.73, -5.35, -1.88)  -0.0399
H (2.11, -4.97, -0.68)  0.1690
H (0.62, -4.15, -3.94)  0.3253
H (2.13, -4.61, -4.33)  0.5476
H (0.90, -1.89, -4.13)  -0.2496
H (1.41, -2.73, -5.56)  0.5672
H (2.72, -1.00, -4.91)  -0.6869
H (3.76, -2.36, -6.19)  0.4558
H (4.31, -3.37, -5.01)  0.5047
H (5.20, -0.52, -5.54)  0.3168
H (6.10, -2.01, -5.62)  0.4701
H (7.20, 0.27, -3.96)  0.3518
H (7.67, -1.37, -3.51)  0.3944
H (7.04, -0.35, -2.29)  0.0605
C (-1.85, -0.17, 5.02)  -0.1601
O (-0.52, 0.31, 4.86)  -0.5043
C (0.28, -0.70, 4.26)  1.1645
C (1.68, -0.31, 3.83)  -1.5673
N (1.73, 0.03, 2.38)  -0.1410
C (0.94, 1.23, 1.91)  1.5475
C (1.24, 2.45, 2.85)  -1.0540
O (0.62, 3.63, 2.22)  0.0678
C (0.36, 4.79, 2.95)  -1.0213
H (-2.36, -0.32, 4.07)  -0.0728
H (-2.41, 0.59, 5.57)  0.3060
H (-1.77, -1.12, 5.56)  0.1771
H (-0.36, -0.88, 3.40)  -0.4732
H (0.36, -1.50, 4.99)  0.2945
H (2.41, -1.11, 4.00)  0.3824
H (1.96, 0.42, 4.58)  0.6823
H (1.33, -0.81, 1.99)  -0.9452
H (-0.09, 0.95, 1.68)  0.0483
H (1.30, 1.49, 0.92)  -0.7773
H (2.32, 2.59, 2.81)  0.1998
H (0.96, 2.22, 3.87)  0.4182
H (-0.27, 4.57, 3.81)  0.3746
H (-0.15, 5.45, 2.26)  0.2370
H (1.25, 5.25, 3.39)  0.2553
C (-1.14, 2.20, -0.91)  0.3852
O (-1.77, 3.40, -1.51)  -0.4394
C (-1.31, 4.68, -0.99)  0.1300
C (-1.26, 5.70, -2.20)  -1.6861
N (-0.22, 5.52, -3.29)  -0.1163
C (1.06, 5.65, -2.77)  -0.0513
C (2.16, 5.88, -3.81)  -1.1963
O (2.22, 4.89, -4.91)  -0.2807
C (1.39, 5.16, -6.10)  -0.7166
H (-0.07, 2.14, -1.09)  0.0053
H (-1.48, 1.25, -1.33)  0.0201
H (-1.38, 2.12, 0.15)  -0.2517
H (-0.47, 4.72, -0.30)  0.1100
H (-2.13, 5.11, -0.41)  0.3780
H (-1.10, 6.72, -1.85)  0.6415
H (-2.27, 5.90, -2.55)  0.4499
H (-0.41, 4.57, -3.58)  0.4839
H (1.35, 4.71, -2.32)  0.0143
H (1.15, 6.53, -2.13)  0.6148
H (3.15, 5.97, -3.36)  0.3886
H (2.09, 6.88, -4.23)  0.4201
H (1.86, 5.95, -6.68)  0.3483
H (0.33, 5.33, -5.95)  0.3230
H (1.58, 4.28, -6.71)  0.1494
C (-1.52, -6.51, 4.89)  -1.7871
C (-0.78, -5.12, 4.99)  1.9363
C (-0.72, -4.52, 6.37)  -0.8668
O (-2.02, -4.52, 6.92)  -0.3724
C (-2.21, -4.05, 8.29)  -0.8006
N (0.52, -5.33, 4.34)  -0.4568
H (-2.48, -6.51, 5.41)  0.3753
H (-0.94, -7.25, 5.44)  0.4453
H (-1.60, -6.87, 3.86)  0.4413
H (-1.31, -4.35, 4.42)  -0.7036
H (-0.29, -3.54, 6.55)  0.3056
H (-0.13, -5.21, 6.97)  0.4194
H (-1.74, -4.83, 8.89)  0.3294
H (-3.26, -4.09, 8.56)  0.2706
H (-1.89, -3.03, 8.51)  0.2755
H (0.63, -6.17, 3.79)  0.3374
H (0.57, -4.72, 3.54)  -0.0498
C (5.97, 1.19, 0.46)  -1.1191
C (4.46, 1.33, 0.55)  0.2227
C (3.85, 1.85, -0.77)  0.3033
O (4.42, 1.07, -1.84)  -0.2150
C (3.77, 1.50, -3.05)  0.0449
N (3.93, 0.07, 0.92)  0.2835
H (6.45, 2.15, 0.34)  0.3939
H (6.19, 0.62, -0.45)  -0.0473
H (6.41, 0.65, 1.30)  0.4206
H (4.17, 2.05, 1.31)  0.0996
H (4.06, 2.91, -0.89)  0.5881
H (2.77, 1.80, -0.67)  -0.5303
H (4.00, 0.70, -3.76)  -0.5900
H (4.34, 2.39, -3.32)  0.5899
H (2.69, 1.68, -2.99)  -0.0244
H (3.05, 0.26, 1.39)  0.0859
H (4.45, -0.30, 1.70)  0.3716
C (-1.28, 0.75, -4.88)  -1.5358
C (0.14, 1.53, -4.80)  1.2248
C (1.08, 1.50, -6.01)  -0.9729
O (1.61, 0.18, -6.16)  -0.2091
C (2.19, -0.02, -7.33)  -1.0358
N (-0.13, 2.96, -4.64)  -0.1726
H (-1.78, 1.12, -5.78)  0.5205
H (-1.80, 0.93, -3.94)  0.2561
H (-1.16, -0.29, -5.18)  0.3262
H (0.65, 1.29, -3.87)  -1.1151
H (1.94, 2.12, -5.74)  0.3430
H (0.73, 1.89, -6.97)  0.5637
H (3.20, 0.38, -7.44)  0.3628
H (1.58, 0.29, -8.18)  0.4326
H (2.33, -1.09, -7.44)  0.2638
H (0.70, 3.53, -4.67)  -0.1357
H (-0.73, 3.34, -5.36)  0.2846

The total energy is -3799.3363 a.u. The gap between HOMO and LUMO is 1.91 eV. The net charge is +1.

---

Record 2
The following is a DFT calculation (wB97M-V/def2-TZVPD) of a 12-piece molecular cluster, C44H112BN10O19 overall.

Last column: Löwdin spin population.
CARTESIAN COORDINATES (ANGSTROEM)
O (1.35, 1.99, -0.23)  0.0000
C (0.81, 0.88, 0.02)  0.0003
O (-0.38, 0.63, 0.51)  0.0031
B (-0.64, -0.86, 0.58)  0.0080
O (0.64, -1.40, 0.23)  0.0018
C (1.55, -0.47, -0.06)  0.0003
O (2.73, -0.62, -0.38)  0.0000
O (-1.62, -1.50, -0.33)  0.0778
C (-2.73, -1.67, 0.43)  0.2463
O (-3.90, -1.82, 0.00)  0.2226
C (-2.34, -1.61, 1.87)  0.1951
O (-1.11, -1.27, 2.00)  0.0710
O (-3.05, -1.81, 2.78)  0.1471
C (-0.89, 5.81, -3.12)  0.0000
C (0.03, 4.62, -3.34)  0.0000
C (-0.60, 3.40, -2.62)  0.0000
O (-1.82, 2.93, -3.14)  0.0001
C (-2.28, 1.76, -2.51)  0.0002
N (0.14, 4.37, -4.72)  0.0000
H (-1.94, 5.76, -3.38)  0.0000
H (-0.56, 6.59, -3.81)  0.0000
H (-0.92, 6.09, -2.07)  0.0000
H (1.04, 4.94, -3.08)  0.0000
H (-0.72, 3.44, -1.54)  0.0000
H (0.13, 2.60, -2.67)  0.0000
H (-2.33, 1.91, -1.43)  0.0000
H (-1.63, 0.92, -2.77)  0.0002
H (-3.19, 1.69, -3.11)  0.0000
H (-0.83, 4.27, -4.99)  0.0000
H (0.49, 3.43, -4.80)  0.0000
C (-8.78, -2.26, -3.67)  0.0000
C (-7.87, -1.10, -3.37)  0.0000
C (-6.67, -0.92, -4.39)  0.0000
O (-5.52, -0.31, -3.86)  0.0001
C (-4.94, -1.01, -2.77)  0.0006
N (-8.63, 0.16, -3.24)  0.0000
H (-8.94, -2.40, -4.74)  0.0000
H (-9.62, -2.22, -2.98)  0.0000
H (-8.30, -3.23, -3.52)  0.0000
H (-7.36, -1.24, -2.42)  0.0000
H (-6.87, -0.39, -5.32)  0.0000
H (-6.21, -1.89, -4.58)  0.0000
H (-3.92, -0.77, -3.08)  -0.0001
H (-5.14, -2.06, -2.57)  0.0001
H (-4.97, -0.31, -1.94)  0.0004
H (-9.04, 0.18, -4.16)  0.0000
H (-7.97, 0.93, -3.23)  0.0000
C (-2.40, 4.02, 1.25)  0.0000
C (-3.75, 3.61, 1.79)  0.0001
C (-4.39, 2.50, 1.00)  0.0009
O (-5.63, 2.01, 1.61)  0.0002
C (-6.07, 0.75, 1.08)  0.0002
N (-3.53, 3.33, 3.25)  0.0001
H (-2.50, 4.19, 0.18)  0.0000
H (-1.77, 3.13, 1.33)  0.0000
H (-1.92, 4.83, 1.79)  0.0000
H (-4.38, 4.50, 1.79)  0.0000
H (-3.68, 1.68, 0.93)  0.0016
H (-4.51, 2.69, -0.06)  0.0000
H (-5.63, -0.09, 1.61)  0.0001
H (-5.84, 0.75, 0.01)  0.0003
H (-7.14, 0.73, 1.26)  0.0000
H (-2.62, 2.92, 3.39)  0.0001
H (-4.19, 2.66, 3.62)  0.0001
C (3.68, 1.74, -4.73)  0.0000
C (2.83, 1.08, -3.65)  0.0000
C (1.63, 0.34, -4.20)  0.0000
O (0.75, 1.22, -4.88)  0.0000
C (-0.34, 0.66, -5.59)  0.0000
N (3.77, 0.14, -3.03)  0.0000
H (4.23, 1.14, -5.46)  0.0000
H (4.37, 2.48, -4.32)  0.0000
H (3.01, 2.19, -5.47)  0.0000
H (2.67, 1.82, -2.87)  0.0000
H (1.08, -0.16, -3.40)  0.0000
H (1.92, -0.55, -4.76)  0.0000
H (-1.16, 0.42, -4.91)  0.0000
H (-0.08, -0.29, -6.06)  0.0000
H (-0.91, 1.36, -6.21)  0.0000
H (3.22, -0.46, -2.42)  0.0000
H (4.44, 0.61, -2.43)  0.0000
C (7.92, -4.85, 2.92)  0.0000
C (6.56, -4.51, 2.15)  0.0000
C (6.67, -3.38, 0.99)  0.0000
O (6.46, -2.07, 1.59)  0.0000
C (5.08, -1.74, 1.83)  0.0000
N (6.21, -5.83, 1.59)  0.0000
H (7.60, -5.34, 3.84)  0.0000
H (8.51, -3.97, 3.16)  0.0000
H (8.58, -5.51, 2.36)  0.0000
H (5.83, -4.07, 2.83)  0.0000
H (5.89, -3.43, 0.23)  0.0000
H (7.67, -3.45, 0.57)  0.0000
H (5.03, -0.90, 2.51)  0.0000
H (4.50, -2.60, 2.18)  0.0000
H (4.64, -1.57, 0.85)  0.0000
H (6.49, -6.58, 2.21)  0.0000
H (6.84, -5.96, 0.81)  0.0000
C (1.70, 5.39, 1.91)  0.0000
C (1.68, 6.62, 1.07)  0.0000
C (1.02, 7.80, 1.76)  0.0000
O (1.14, 9.07, 1.01)  0.0000
C (0.73, 9.12, -0.37)  0.0000
N (3.04, 6.92, 0.63)  0.0000
H (1.77, 4.60, 1.16)  0.0000
H (0.72, 5.23, 2.36)  0.0000
H (2.56, 5.25, 2.57)  0.0000
H (1.11, 6.46, 0.16)  0.0000
H (1.50, 7.80, 2.74)  0.0000
H (-0.02, 7.52, 1.90)  0.0000
H (-0.31, 8.82, -0.50)  0.0000
H (1.30, 8.47, -1.03)  0.0000
H (0.90, 10.10, -0.81)  0.0000
H (2.92, 7.83, 0.20)  0.0000
H (3.57, 7.08, 1.47)  0.0000
C (8.72, 2.79, -1.95)  0.0000
C (7.16, 2.95, -1.83)  0.0000
C (6.65, 3.23, -0.37)  0.0000
O (6.50, 2.13, 0.49)  0.0000
C (5.29, 1.37, 0.54)  0.0000
N (6.88, 4.13, -2.64)  0.0000
H (9.18, 3.76, -1.80)  0.0000
H (9.03, 2.47, -2.95)  0.0000
H (9.26, 2.22, -1.19)  0.0000
H (6.83, 2.04, -2.32)  0.0000
H (5.66, 3.66, -0.55)  0.0000
H (7.35, 3.85, 0.19)  0.0000
H (5.15, 1.05, 1.57)  0.0000
H (5.30, 0.40, 0.03)  0.0000
H (4.49, 2.07, 0.29)  0.0000
H (5.90, 4.10, -2.87)  0.0000
H (6.78, 4.86, -1.95)  0.0000
C (-1.36, -3.88, -2.59)  0.0000
C (-1.64, -4.07, -4.03)  0.0000
C (-2.86, -5.00, -4.19)  0.0000
O (-2.53, -6.31, -3.84)  0.0000
C (-3.51, -6.87, -2.95)  0.0002
N (-1.73, -2.82, -4.72)  0.0000
H (-2.25, -3.77, -1.98)  -0.0001
H (-0.57, -3.14, -2.42)  0.0001
H (-0.91, -4.79, -2.19)  0.0000
H (-0.83, -4.64, -4.49)  0.0000
H (-3.14, -5.02, -5.25)  0.0000
H (-3.75, -4.52, -3.79)  0.0001
H (-4.51, -6.62, -3.31)  0.0000
H (-3.56, -6.49, -1.93)  0.0002
H (-3.42, -7.95, -3.03)  0.0000
H (-1.50, -2.90, -5.70)  0.0000
H (-1.13, -2.14, -4.27)  0.0000
C (-0.35, -7.27, 5.49)  0.0001
C (-0.18, -5.85, 5.25)  0.0001
C (-1.37, -5.08, 4.53)  0.0009
O (-1.25, -5.49, 3.22)  0.0012
C (-2.02, -4.77, 2.27)  0.0062
N (0.24, -5.26, 6.47)  0.0000
H (-0.58, -7.85, 4.59)  0.0000
H (-1.10, -7.27, 6.27)  0.0000
H (0.58, -7.67, 5.90)  0.0000
H (0.71, -5.76, 4.64)  0.0000
H (-1.07, -4.03, 4.51)  0.0005
H (-2.37, -5.31, 4.90)  0.0001
H (-1.53, -3.83, 2.04)  0.0043
H (-3.06, -4.50, 2.46)  0.0006
H (-1.97, -5.37, 1.36)  0.0004
H (1.07, -5.74, 6.79)  0.0000
H (0.50, -4.29, 6.39)  0.0000
C (-2.24, -0.57, 6.32)  0.0003
C (-0.77, -1.07, 6.50)  0.0000
C (-0.16, -1.28, 5.09)  0.0006
O (1.08, -1.99, 5.15)  0.0001
C (1.76, -2.12, 3.96)  0.0007
N (-0.08, 0.09, 7.08)  0.0001
H (-2.82, -1.40, 5.91)  0.0000
H (-2.32, 0.14, 5.49)  0.0003
H (-2.70, 0.02, 7.10)  0.0000
H (-0.59, -2.03, 6.99)  0.0000
H (-0.09, -0.39, 4.47)  0.0002
H (-1.01, -1.81, 4.65)  0.0003
H (2.49, -1.31, 3.85)  0.0001
H (1.04, -2.28, 3.15)  0.0004
H (2.33, -3.05, 3.96)  0.0000
H (0.93, 0.02, 6.99)  0.0000
H (-0.29, 0.95, 6.60)  0.0000
O (-5.50, -1.70, 4.17)  0.0018
H (-4.74, -1.53, 3.62)  0.0008
H (-5.14, -2.00, 5.01)  0.0000

The total energy is -3745.4797 a.u. The gap between HOMO and LUMO (alpha / beta) is 2.93 / 6.87 eV. The net charge is -2. Its multiplicity is 2.

---

Q: Which of these has the lowest total energy?
A: C44H110InN8O19